The following is a DFT calculation (wB97M-V/def2-TZVPD) of a 3-piece molecular cluster, H2O5P2 overall at a distorted geometry.

Each line ends with the Mulliken charge.
CARTESIAN COORDINATES (ANGSTROEM)
O  -4.51553  1.54705  0.78519  -0.60
O  -2.37729  2.25940  -0.25274  -0.48
O  -6.09525  -0.37660  -0.14423  -0.69
O  9.09808  -2.63453  -0.36949  -0.49
O  9.55864  -0.63035  1.01436  -0.49
P  8.89878  -1.15433  -0.22691  -0.01
P  -3.46504  1.24007  -0.26108  -0.02
H  -5.60572  0.34933  0.32059  0.50
H  -5.49666  -0.60005  -0.86569  0.29

- Total charge: -2
- E: -1060.30780 hartree
- LUMO: 5.6 eV
- Maximum force: 1.297 eV Å⁻¹
- HOMO-LUMO gap: 8.27 eV